Here is a molecular structure, C10H19BF2N2O12Tl at a distorted geometry from the Open Molecules 2025 dataset. Energies are from ωB97M-V with the def2-TZVPD basis set.

Structure (XYZ):
```
47
Properties=species:S:1:pos:R:3:lowdin_charge:R:1
Tl 2.84 -4.53 0.86 1.11
B 2.00 -3.82 -1.95 -0.26
H 1.57 -3.96 -3.00 0.06
H 1.07 -3.70 -1.23 0.09
H 2.62 -4.77 -1.77 -0.05
H 2.66 -2.90 -1.73 0.02
C 0.91 -0.12 0.44 0.08
C 0.49 -1.54 0.07 -0.60
O 0.85 -2.41 0.90 0.02
O -0.06 -1.74 -1.02 0.18
H 1.80 -0.15 1.07 0.08
H 0.15 0.39 1.04 0.09
H 1.41 0.29 -0.43 0.12
C -0.90 3.85 2.08 -0.07
C -0.41 3.36 0.75 -0.30
O 0.15 4.60 0.27 0.14
C 0.66 5.26 1.30 -0.57
O 1.28 6.27 1.23 0.19
O 0.14 4.73 2.44 0.09
F -1.41 2.95 -0.06 0.08
H -1.11 3.04 2.78 0.14
H -1.86 4.35 1.92 0.16
H 0.35 2.59 0.82 0.14
C -2.88 -0.57 0.10 -0.08
C -3.40 -1.46 1.27 -0.25
O -4.77 -1.16 1.29 0.14
C -5.07 -0.17 0.40 -0.52
O -6.14 0.27 0.17 0.22
O -3.92 0.37 -0.09 0.07
F -2.84 -0.95 2.42 0.03
H -2.52 -1.14 -0.75 0.09
H -2.02 0.06 0.38 0.11
H -3.21 -2.53 1.27 0.17
C -1.21 0.27 -3.27 0.05
N -2.32 -0.68 -3.08 -0.45
O -3.41 -0.22 -2.78 0.09
O -2.10 -1.88 -3.17 0.07
H -1.31 1.16 -2.65 0.10
H -1.42 0.59 -4.29 0.11
H -0.23 -0.17 -3.15 0.09
C 4.92 -0.46 1.92 0.05
N 4.57 -0.68 0.49 -0.43
O 5.14 0.05 -0.28 0.13
O 3.98 -1.70 0.17 -0.05
H 4.40 -1.08 2.65 0.10
H 4.61 0.58 2.04 0.11
H 5.98 -0.56 2.16 0.11
```

Spin multiplicity: 1
E_tot (eV): -49011.9467
Highest occupied orbital energy (eV): -13.3693
Gap between HOMO and LUMO (Ha): 0.1229
Max |F| (hartree/bohr): 0.092
Total charge: +1


Here is a molecular structure, C5H7Cl at a distorted geometry from the Open Molecules 2025 dataset. Energies are from ωB97M-V with the def2-TZVPD basis set.

Structure (XYZ):
```
13
Properties=species:S:1:pos:R:3:lowdin_charge:R:1
C 1.32 0.49 2.28 -0.17
C 0.86 0.69 0.79 -0.33
C 0.12 -0.02 -0.06 -0.81
C -0.64 -1.35 0.13 -0.19
C -1.38 -1.98 -0.79 -0.03
H 0.16 -0.04 3.26 0.16
H 1.42 1.78 2.74 0.13
H 2.34 -0.32 2.50 0.11
H 1.29 1.57 0.41 0.05
H -0.69 -1.70 1.13 0.07
H -2.28 -2.59 -0.28 0.12
H -1.20 -1.56 -1.85 0.07
Cl -0.16 0.93 -1.29 0.82
```

Spin multiplicity: 1
E_tot (eV): -17814.4859
Energy above the lowest of the compared OMol25 structures with the same formula, charge and spin (eV): 5.993
Highest occupied orbital energy (eV): -8.6758
Gap between HOMO and LUMO (Ha): 0.3334
Max |F| (hartree/bohr): 0.138
Total charge: 0


Here is a molecular structure, C5H8BiLiO3 at a distorted geometry from the Open Molecules 2025 dataset. Energies are from ωB97M-V with the def2-TZVPD basis set.

Structure (XYZ):
```
18
Properties=species:S:1:pos:R:3:lowdin_charge:R:1
C 0.95 0.95 -2.14 -0.09
C 1.01 2.41 -2.02 -0.19
H 1.93 0.48 -2.31 0.19
H 0.23 0.59 -2.90 0.19
H 1.47 2.93 -2.86 0.11
Bi 0.62 3.29 -0.17 2.04
O -0.33 -1.22 0.50 0.08
Li 0.39 -3.54 -1.17 0.90
O 0.70 -1.73 -1.36 0.05
C 0.33 -0.86 -0.58 -0.60
O 0.45 0.42 -0.77 -0.06
C -0.69 -0.23 1.49 -0.20
C -1.36 -0.94 2.64 -0.02
H 0.23 0.27 1.82 0.13
H -1.37 0.49 1.01 0.12
H -0.67 -1.65 3.11 0.11
H -1.65 -0.19 3.39 0.11
H -2.26 -1.48 2.31 0.11
```

Spin multiplicity: 2
E_tot (eV): -17467.6902
Energy above the lowest of the compared OMol25 structures with the same formula, charge and spin (eV): 0.000
Highest occupied orbital energy (alpha / beta) (eV): -21.6117 / -21.6098
Gap between HOMO and LUMO (alpha / beta) (Ha): 0.2080 / 0.1805
Max |F| (hartree/bohr): 0.084
Total charge: +3


Here is a single C4H5NOS molecule at a distorted geometry from the Open Molecules 2025 dataset. Energies are from ωB97M-V with the def2-TZVPD basis set.

Structure (XYZ):
```
12
Properties=species:S:1:pos:R:3:lowdin_charge:R:1
C 0.66 -0.84 -0.26 -0.24
C -0.37 -1.59 -0.60 -0.50
C 0.15 1.45 0.07 -0.04
C 0.76 0.33 0.69 -0.21
N -0.22 2.34 -0.55 -0.12
O -0.86 3.19 -1.08 0.01
S -1.99 -1.55 0.16 0.77
H 1.62 -0.91 -0.82 0.12
H -0.12 -2.29 -1.39 0.07
H -1.74 -0.70 1.12 -0.17
H 0.17 0.18 1.75 0.16
H 1.95 0.38 0.90 0.16
```

Spin multiplicity: 1
E_tot (eV): -18597.4952
SMILES: [O-][N+]#CC/C=C\S
Energy above the lowest of the compared OMol25 structures with the same formula, charge and spin (eV): 4.424
Highest occupied orbital energy (eV): -9.0382
Gap between HOMO and LUMO (Ha): 0.3517
Max |F| (hartree/bohr): 0.080
Total charge: 0